# 1
89
Properties=species:S:1:pos:R:3 method="wB97M-V/def2-TZVPD" homo_lumo_gap_ev="7.03 / 3.09" total_charge=+2 e_above_lowest_kj_mol=0.0 multiplicity=3 homo_energy_ev="-12.10 / -12.32"
C -0.05 0.40 -8.28
C -0.82 0.98 -7.25
C -1.95 1.73 -7.60
C -2.25 1.90 -8.96
N -1.50 1.35 -9.91
C -0.43 0.62 -9.61
C -0.46 0.82 -5.86
C -0.18 0.72 -4.68
C 0.17 0.49 -3.31
C 0.51 -0.82 -2.92
C 0.83 -1.09 -1.59
C 0.82 -0.03 -0.65
C 0.50 1.29 -1.02
C 0.16 1.54 -2.36
Ti 1.46 -0.53 1.21
P -0.59 -1.66 1.72
H -2.59 2.19 -6.85
H 0.83 -0.21 -8.07
H -3.12 2.49 -9.26
H 0.14 0.20 -10.43
H -0.12 2.54 -2.70
H 0.52 -1.61 -3.67
H 0.53 2.08 -0.27
H 1.07 -2.11 -1.30
C -0.98 -1.85 3.50
C -2.40 -2.26 3.88
H -0.72 -0.89 3.97
H -0.26 -2.59 3.90
H -2.46 -2.46 4.96
H -3.13 -1.46 3.67
H -2.72 -3.17 3.37
C -2.07 -0.87 0.97
C -2.89 -1.71 -0.02
H -1.71 0.03 0.46
H -2.70 -0.53 1.80
H -3.72 -1.11 -0.40
H -2.29 -2.03 -0.88
H -3.33 -2.60 0.46
C -0.45 -3.33 0.99
C -1.36 -4.38 1.64
H 0.60 -3.65 1.08
H -0.66 -3.26 -0.09
H -1.23 -5.35 1.14
H -1.11 -4.52 2.69
H -2.42 -4.12 1.56
Br 1.27 1.15 2.93
P -2.66 4.22 1.91
C -3.30 2.51 2.13
C -4.28 2.44 3.30
H -2.43 1.85 2.28
H -3.79 2.22 1.18
H -4.89 1.53 3.23
H -3.75 2.43 4.26
H -4.96 3.30 3.29
C -0.96 4.01 2.59
C -0.45 5.36 3.09
H -0.33 3.59 1.80
H -1.01 3.28 3.41
H 0.39 5.23 3.78
H -0.11 5.98 2.25
H -1.24 5.91 3.61
C -2.33 4.23 0.09
C -3.48 4.91 -0.66
H -2.19 3.19 -0.24
H -1.39 4.77 -0.07
H -3.16 5.21 -1.67
H -4.34 4.23 -0.78
H -3.82 5.81 -0.13
C 3.85 -4.54 0.76
N 4.58 -3.41 1.33
C 6.00 -3.65 1.60
C 4.03 -2.18 1.30
N 2.80 -2.01 0.80
N 4.71 -1.11 1.82
C 5.29 -1.27 3.16
C 4.43 0.25 1.34
H 4.46 -5.44 0.87
H 3.65 -4.39 -0.32
H 2.89 -4.72 1.27
H 6.64 -2.86 1.18
H 6.22 -3.73 2.67
H 6.28 -4.60 1.14
H 2.50 -2.80 0.24
H 6.38 -1.18 3.12
H 4.89 -0.52 3.86
H 5.02 -2.26 3.55
H 4.77 0.37 0.30
H 3.36 0.57 1.39
H 4.99 0.93 2.00



# 2
101
Properties=species:S:1:pos:R:3 method="wB97M-V/def2-TZVPD" homo_lumo_gap_ev=9.47 total_charge=0 multiplicity=1 homo_energy_ev=-9.49
C -3.26 -0.72 -5.38
C -3.74 0.75 -5.68
C -2.70 1.89 -5.34
C -1.41 1.42 -4.56
C -0.22 0.97 -5.54
C 1.07 1.87 -5.37
C 2.19 1.04 -4.62
C 2.47 1.61 -3.17
C 3.26 0.51 -2.35
C 3.06 0.66 -0.76
C 3.61 2.11 -0.42
C 3.83 2.44 1.09
F 4.80 2.44 -1.10
C 1.54 0.61 -0.31
C 1.04 -0.78 0.33
P 0.95 -1.98 -1.17
O 0.65 -1.29 -2.47
C -0.49 -0.52 0.67
F -0.75 0.80 1.08
F -1.32 -0.66 -0.46
C -1.15 -1.40 1.77
C -1.48 -0.84 3.10
C -2.09 -1.60 4.17
C -2.43 -3.01 4.00
C -2.16 -3.59 2.68
C -2.49 -5.08 2.39
F -2.72 -5.80 3.53
F -1.34 -5.63 1.81
F -3.48 -5.23 1.46
C -1.54 -2.81 1.60
C 1.93 -1.30 1.51
C 1.62 -2.81 1.97
N 2.85 -3.50 2.46
C 2.38 -4.69 3.21
C 1.82 -0.29 2.76
C 2.18 -0.93 4.15
C 3.75 -1.16 4.38
I 1.64 0.64 5.62
O 3.37 -1.38 1.28
S 4.01 -0.72 -0.03
O 4.33 -1.80 -0.99
O 5.33 -0.17 0.33
H -2.49 -1.06 -6.13
H -2.94 -0.89 -4.32
H -4.15 -1.40 -5.55
H -3.95 0.79 -6.79
H -4.74 0.89 -5.18
H -3.23 2.62 -4.66
H -2.48 2.46 -6.28
H -1.61 0.66 -3.76
H -1.01 2.33 -4.03
H 0.00 -0.12 -5.42
H -0.60 1.11 -6.59
H 0.90 2.81 -4.79
H 1.46 2.14 -6.38
H 3.16 1.10 -5.20
H 1.96 -0.06 -4.55
H 3.19 2.47 -3.32
H 1.58 2.04 -2.66
H 4.34 0.62 -2.63
H 3.00 -0.52 -2.70
H 2.82 2.82 -0.80
H 4.63 1.86 1.60
H 2.87 2.40 1.68
H 4.14 3.52 1.13
H 0.81 0.86 -1.13
H 1.43 1.46 0.42
H 2.07 -2.86 -1.19
H -0.17 -2.83 -0.90
H -1.23 0.23 3.33
H -2.29 -1.13 5.17
H -2.88 -3.63 4.81
H -1.39 -3.34 0.64
H 1.24 -3.45 1.12
H 0.83 -2.85 2.77
H 3.36 -3.87 1.65
H 3.22 -5.25 3.68
H 1.76 -5.33 2.53
H 1.68 -4.37 4.05
H 0.86 0.27 2.79
H 2.62 0.48 2.56
H 1.56 -1.80 4.46
H 4.09 -0.61 5.29
H 3.87 -2.25 4.58
H 4.37 -0.79 3.52
N -3.59 6.64 -4.99
C -4.33 5.50 -4.95
N -5.37 5.53 -4.07
O -4.08 4.53 -5.64
H -3.77 7.45 -4.43
H -2.81 6.66 -5.63
H -5.94 4.70 -4.01
H -5.59 6.32 -3.49
N -2.40 1.36 8.05
C -3.14 0.22 8.06
N -4.23 0.25 8.87
O -2.85 -0.76 7.38
H -2.62 2.17 8.60
H -1.59 1.37 7.46
H -4.80 -0.58 8.90
H -4.48 1.04 9.44